Density functional theory data (the ωB97M-V functional and the def2-TZVPD basis) for a molecular structure, C10H6LaNO5 in a non-equilibrium geometry.

Geometry as ORCA input:
```
! wB97M-V def2-TZVPD RIJCOSX def2/J DEFGRID3
* xyz 2 1
O -5.895 -2.061 -1.850
C -5.569 -1.146 -2.456
La -1.114 0.395 -0.784
C 0.297 3.082 -1.999
O 1.336 3.595 -1.656
C -0.461 3.021 -3.049
O -1.127 3.549 -3.870
C -1.198 2.778 0.131
O -1.398 3.807 0.623
C 0.422 0.446 -2.911
O 1.085 0.462 -3.863
H -2.420 -0.746 -0.394
C 2.039 -2.234 2.836
C 0.722 -2.530 2.456
C 0.083 -1.729 1.493
N 0.660 -0.645 0.876
C 1.955 -0.383 1.270
C 2.663 -1.134 2.224
H 2.562 -2.840 3.584
H 0.176 -3.381 2.899
H -0.947 -1.925 1.167
H 2.428 0.475 0.786
H 3.701 -0.857 2.487
*
```

Summary:
Calculated total energy: -23030.6169 eV
Frontier orbital gap (spin up / spin down): 6.5086 / 6.6044 eV
LUMO (spin up / spin down): -10.17 / -9.95 eV
ΔE to the lowest compared entry with this formula, charge and spin: 14.5 kcal/mol

Mulliken atomic charge list, values in e, 4 entries: number 1, O, carries -0.141; number 2, C, carries 0.145; number 3, La, carries 1.529; number 4, C, carries 0.017


Density functional theory data (the ωB97M-V functional and the def2-TZVPD basis) for C4H8N2O5 in the gas phase in a non-equilibrium geometry.

Geometry as ORCA input:
```
! wB97M-V def2-TZVPD RIJCOSX def2/J DEFGRID3
* xyz 0 1
N 2.969 -0.073 0.612
C 1.990 -0.847 -0.060
C 0.759 0.036 -0.327
O 1.004 1.329 -0.690
N -0.406 -0.463 -0.218
C -1.488 0.458 -0.117
O -1.294 1.398 0.844
O -1.727 1.086 -1.308
C -2.749 -0.521 0.146
O -3.754 -0.050 0.597
O -2.618 -1.827 -0.074
H 2.597 0.197 1.535
H 3.932 -0.510 0.709
H 2.328 -1.232 -0.981
H 1.598 -1.672 0.531
H 1.865 1.560 -0.516
H -2.264 1.612 1.205
H -1.052 1.748 -1.476
H -1.689 -2.228 -0.412
*
```

Summary:
SMILES: NC/C(O)=N/C(O)(O)C(=O)O
Calculated total energy: -17494.6766 eV
Frontier orbital gap: 10.3918 eV
LUMO: 0.36 eV
ΔE to the lowest compared entry with this formula, charge and spin: 18.9 kcal/mol

Mulliken atomic charge list, values in e, 4 entries: number 1, N, carries -0.611; number 2, C, carries -0.500; number 3, C, carries 0.426; number 4, O, carries -0.511


Density functional theory data (the ωB97M-V functional and the def2-TZVPD basis) for C4H6O2 in the gas phase.

Geometry as ORCA input:
```
! wB97M-V def2-TZVPD RIJCOSX def2/J DEFGRID3
* xyz 0 1
O 2.339 -0.648 -0.372
C 1.567 0.123 0.144
C 0.111 0.240 -0.248
O -0.124 1.305 -1.127
C -0.700 -0.987 -0.449
C -0.928 -0.116 0.768
H 1.907 0.821 0.947
H -0.090 2.128 -0.622
H -0.216 -1.952 -0.320
H -1.444 -0.935 -1.238
H -0.597 -0.472 1.741
H -1.826 0.494 0.776
*
```

Summary:
SMILES: O=CC1(O)CC1
Calculated total energy: -8338.5768 eV
Frontier orbital gap: 10.5122 eV
LUMO: 0.68 eV
ΔE to the lowest compared entry with this formula, charge and spin: 43.5 kcal/mol

Mulliken atomic charge list, values in e, 4 entries: number 1, O, carries -0.438; number 2, C, carries -0.254; number 3, C, carries 0.900; number 4, O, carries -0.537


Density functional theory data (the ωB97M-V functional and the def2-TZVPD basis) for 4 unconnected molecules or ions with the total composition C5H8 in a non-equilibrium geometry.

Geometry as ORCA input:
```
! wB97M-V def2-TZVPD RIJCOSX def2/J DEFGRID3
* xyz 0 1
C 1.823 -0.644 -0.003
C 1.194 0.719 -0.034
C -0.146 0.939 0.155
C -1.084 -0.219 0.211
C -2.392 -0.146 -0.064
H 0.594 -1.742 -0.171
H 2.861 -0.543 -1.358
H 2.565 -0.491 1.506
H 1.879 1.500 -0.104
H -0.647 1.913 -0.015
H -0.647 -1.249 0.304
H -2.840 0.861 -0.295
H -3.161 -0.897 -0.132
*
```

Summary:
Calculated total energy: -5305.5964 eV
Frontier orbital gap: 8.1739 eV
LUMO: -0.34 eV
ΔE to the lowest compared entry with this formula, charge and spin: 197.6 kcal/mol

Mulliken atomic charge list, values in e, 4 entries: number 1, C, carries -0.734; number 2, C, carries -0.479; number 3, C, carries 0.025; number 4, C, carries 0.245